Record 1
Here is one molecule with the formula C5H8 in a non-equilibrium geometry from the Open Molecules 2025 dataset. Energies are from ωB97M-V/def2-TZVPD.

```
13
Properties=species:S:1:pos:R:3:nbo_charge:R:1
C -2.2857 -0.3317 -0.8488 -0.528
C 2.3589 -0.0974 1.2826 -0.331
C 1.2895 0.4369 0.5285 -0.287
C -0.9945 0.3555 -0.6834 -0.525
C 0.1779 -0.2198 0.1254 -0.075
H 1.3346 1.5098 0.2558 0.203
H -1.0093 -0.1264 -1.6523 0.357
H 3.1701 0.5528 1.6013 0.205
H -3.0763 0.0088 -0.2291 0.193
H 2.2771 -1.1206 1.5809 0.194
H -2.5308 -1.0884 -1.5559 0.195
H -0.0154 -1.2971 0.3343 0.198
H -0.6962 1.4175 -0.7394 0.202
```


Record 2
Here is a 11-piece molecular cluster, C46H120N6O22 overall in a non-equilibrium geometry from the Open Molecules 2025 dataset. Energies are from ωB97M-V/def2-TZVPD.

```
194
Properties=species:S:1:pos:R:3:lowdin_charge:R:1
O -4.4699 -1.3755 0.9412 -0.047
O 5.2008 -4.7181 -4.4839 -0.184
O -1.1461 -6.4291 -1.4229 -0.198
O -3.6518 2.3868 -1.5979 -0.106
O -3.3946 0.7286 -3.6415 -0.090
O -0.7255 -0.8905 -4.1943 -0.099
O -4.7096 -3.7177 4.0751 -0.188
O -2.4783 8.8373 -0.1318 -0.192
O 3.9932 1.3684 -0.9788 -0.228
O -1.8173 1.5096 0.9833 -0.076
O -1.8602 4.3673 -0.0479 -0.086
O -3.8105 0.9657 2.4987 -0.091
O 0.8948 -4.7209 -4.7843 -0.178
O 2.1243 -0.2570 3.6173 -0.214
O -1.4296 1.3859 5.9945 -0.193
O 1.0441 4.8299 -1.0517 -0.211
O 0.0021 1.6822 -2.8786 -0.075
O -1.1132 1.5350 -5.5882 -0.092
O 3.2925 -3.2389 0.6178 -0.222
O 1.4949 6.0605 5.1828 -0.203
O 0.1503 -4.3055 3.2794 -0.235
O -1.8172 -1.4280 -0.2844 -0.126
N 1.5665 2.4617 4.0096 -0.048
N 2.8537 -1.2466 -1.3576 -0.048
N -0.4035 6.9845 0.5032 -0.056
N 3.2065 -3.2738 -6.1087 -0.057
N -1.1133 -4.0532 0.4571 -0.063
N -3.3451 -1.4481 4.4450 -0.090
C -2.9196 -0.5574 -3.1295 -0.208
C -3.4451 -3.6030 3.5028 -0.239
C 4.5323 -3.6777 1.0581 -0.125
C 1.4093 4.8392 4.3595 -0.180
C -5.7151 -3.8849 3.1439 -0.121
C -1.5195 9.7711 -0.5542 -0.138
C 0.1812 -5.3128 2.2716 -0.186
C 1.6361 6.0431 -0.5321 -0.150
C 1.8552 -3.3097 -6.5801 -0.214
C 0.4802 2.3755 -3.9385 -0.280
C -1.5490 0.2401 5.1527 -0.212
C -2.8685 -0.5156 5.3935 -0.217
C 1.8281 3.4988 5.0320 -0.179
C 2.3424 -1.5931 3.1943 -0.097
C -4.7950 0.9318 1.4286 -0.182
C -0.0250 -3.7742 -4.2373 -0.116
C -2.0845 -1.3462 -4.1081 -0.205
C 2.7570 2.0850 3.3980 -0.256
C 5.4103 -4.2741 -5.8327 -0.235
C 0.1572 -4.7069 0.8517 -0.150
C 0.9458 6.5257 0.8359 -0.158
C -1.0767 -7.0740 -2.7018 -0.060
C 4.9410 2.3610 -1.3701 -0.122
C -0.7685 0.5983 0.8943 -0.211
C 2.8341 -3.6025 -0.6910 -0.190
C -2.1854 2.4888 5.5281 -0.123
C -2.6680 -2.6936 4.4258 -0.211
C 0.0233 -4.8276 4.5659 -0.116
C 2.7543 6.7247 5.1138 -0.120
C 2.1887 -0.0107 -1.6152 -0.218
C 6.3304 -4.6585 -3.6917 -0.148
C 2.5741 0.7573 2.6939 -0.200
C 2.0043 -2.4229 -1.1821 -0.176
C -0.6284 2.7448 -4.9672 -0.167
C 3.1785 1.0175 -2.1370 -0.189
C 4.0920 -4.3837 -6.5302 -0.215
C -2.2967 8.2664 1.1308 -0.244
C 0.9935 -4.5254 -6.1688 -0.226
C -3.2970 3.7168 -1.9851 -0.181
C -1.9329 4.1007 -1.4464 -0.238
C -1.1357 -0.9220 0.9162 -0.166
C 1.3732 3.7210 -0.2252 -0.094
C -2.1915 -5.5464 -1.3018 -0.255
C -2.2375 -4.9595 0.1295 -0.181
C -0.8849 7.8873 1.4762 -0.276
C -4.5074 -0.0869 0.3521 -0.220
H -1.4734 -2.3340 -0.4670 0.061
H 3.6207 1.9266 4.1063 0.132
H -5.7108 -3.0457 2.3581 0.099
H 1.5704 0.3284 -0.7629 0.102
H -1.9987 1.3212 -5.2047 0.080
H 3.6686 -5.4001 -6.4464 0.122
H -1.7773 -7.9131 -2.6973 0.090
H -3.5296 -3.1080 2.5605 0.082
H 1.3823 -2.4298 -6.1821 0.101
H 4.6909 -4.7430 0.9548 0.073
H 0.8108 2.9099 -0.6713 0.068
H -0.3211 3.3089 -5.8290 0.112
H 5.7170 -3.2063 -5.9093 0.136
H 0.3232 4.7492 4.0606 0.128
H 0.9189 -5.3169 4.8859 0.085
H -1.6207 -2.6017 4.0998 0.113
H -0.7397 -5.9007 2.4460 0.109
H 3.0492 -3.3677 -5.0980 0.109
H -2.1186 -2.3494 -3.7520 0.084
H 0.9545 -3.9431 0.7946 0.082
H -6.6553 -3.8959 3.7076 0.092
H -3.7303 1.2822 -2.9023 0.041
H -1.4556 0.6158 4.1381 0.097
H 3.6256 -3.7351 -1.3935 0.111
H 4.7297 -3.4177 2.1333 0.096
H -2.7140 9.0109 1.8227 0.117
H -3.6009 0.1303 -0.2126 0.090
H 5.6024 2.5516 -0.5222 0.082
H -0.7225 7.5682 2.5788 0.145
H 1.9210 0.7829 1.8216 0.094
H -1.0228 6.1997 0.3303 0.087
H -2.5006 -1.2791 -5.1131 0.137
H -0.3528 0.7247 -0.1226 0.108
H -0.0433 -7.3760 -2.8036 0.094
H -5.8130 0.8766 1.8636 0.135
H -0.4481 0.8916 -3.1747 0.050
H 2.0351 4.9546 3.4192 0.107
H -0.6679 -0.4449 5.3645 0.138
H 0.1631 -2.7271 -4.4899 0.060
H -0.3199 -4.0617 5.2487 0.080
H -3.7175 -1.7687 0.6166 -0.003
H -0.1006 -1.3381 1.0540 0.108
H 2.1695 -1.7591 2.0938 0.075
H 5.3769 -3.3335 0.3999 0.098
H 1.2887 -2.2613 -0.3804 0.083
H 2.4333 3.5071 -0.2572 0.066
H 0.0274 -4.3974 -6.5566 0.096
H -0.6922 -0.2068 -4.8682 0.052
H -0.5190 9.3904 -0.7867 0.073
H -3.2705 2.4014 5.7307 0.077
H 1.1511 3.8733 0.8656 0.094
H 2.7124 1.9458 -2.6025 0.117
H -2.2612 -0.3961 -2.2623 0.099
H -2.9991 7.3812 1.2125 0.139
H 4.3567 -4.1156 -7.5947 0.136
H 6.1066 -4.9132 -6.3995 0.123
H 3.3478 6.5594 4.2327 0.073
H 3.5479 -1.0632 -0.6463 0.109
H -1.0693 -3.9876 -4.5524 0.091
H 0.8958 5.7644 1.6059 0.078
H -3.2113 -4.4542 0.3058 0.122
H -2.2479 2.6748 4.3847 0.113
H 6.1612 -5.3333 -2.8772 0.073
H -1.3762 -6.4057 -3.4983 0.075
H 3.4756 0.3592 2.2561 0.112
H -3.7712 0.0266 2.8016 0.072
H 2.7076 3.4049 5.5803 0.090
H 1.3150 1.8875 -4.4576 0.121
H -2.9955 -4.5838 3.3612 0.123
H -2.1249 -4.6003 -1.8596 0.112
H 0.0473 -3.9254 -3.1669 0.077
H -3.0335 2.0751 -0.9019 0.075
H 6.4920 -3.6819 -3.2289 0.081
H -4.3733 -1.5599 4.3917 0.144
H -1.9559 3.5036 0.4392 0.084
H 5.4589 2.0494 -2.3105 0.093
H -5.5832 -4.8419 2.5663 0.099
H 1.4377 7.4138 1.2181 0.112
H -0.0165 0.7524 1.6461 0.088
H 1.4608 -2.6656 -2.0982 0.110
H -0.3329 8.8491 1.5078 0.108
H -1.7280 -1.2465 1.8308 0.120
H 1.1041 3.3590 5.8608 0.119
H 1.0272 1.6572 4.3827 0.119
H 3.1976 2.7900 2.6955 0.117
H 2.6850 5.8713 -0.3726 0.095
H -3.6881 0.2701 5.3806 0.129
H -2.1762 -5.7680 0.9136 0.117
H -4.0543 4.4441 -1.6186 0.133
H -3.2993 3.6730 -3.0982 0.122
H -1.3864 10.6340 0.1823 0.105
H -2.4905 1.2183 1.6041 0.012
H -3.7315 -1.1795 -2.7614 0.119
H 1.0921 -5.8754 2.4559 0.126
H 1.4885 6.8008 -1.3291 0.125
H -2.8085 -0.9484 6.4504 0.142
H -3.1539 -6.0258 -1.5305 0.129
H 1.8920 -3.2826 -7.6590 0.116
H 1.4960 -0.2431 -2.5023 0.134
H 7.2977 -4.8943 -4.2326 0.105
H 4.3824 3.3428 -1.6074 0.098
H -1.5085 -3.4561 1.1999 0.084
H -5.4162 -0.0125 -0.2911 0.142
H 3.8478 0.5608 -2.8566 0.117
H 1.7530 -2.3590 3.7763 0.093
H 2.5800 7.8069 5.1831 0.086
H -1.9544 10.1271 -1.5098 0.093
H 3.3202 6.4385 5.9863 0.075
H -1.6037 4.9963 -1.9647 0.127
H 0.8852 3.2747 -3.4336 0.124
H 2.1771 -4.5089 -0.7006 0.116
H -1.1471 3.3769 -1.6484 0.092
H -0.7893 -5.5551 4.4699 0.086
H -1.7818 3.3563 6.0339 0.080
H 1.3890 -5.4637 -6.6023 0.123
H 3.4394 -1.7598 3.3098 0.086
H -1.3350 3.3257 -4.3686 0.107
H -2.8390 -3.1763 5.4088 0.136
H -4.8119 1.8612 0.9538 0.095
H 0.2559 -5.6190 0.1281 0.149
```

Calculated values
SMILES = COCCNCCOC.COCCNCCOC.COCCNCCOC.COCCNCCOC.COCCNCCOC.COCCNCCOC.OCCO.OCCO.OCCO.OCCO.OCCO


Record 3
Here is a 3-piece molecular cluster, C17H50N7O3P3 overall in a non-equilibrium geometry from the Open Molecules 2025 dataset. Energies are from ωB97M-V/def2-TZVPD.

```
80
Properties=species:S:1:pos:R:3:lowdin_charge:R:1
P -0.3408 -1.2559 -1.9475 0.580
P 1.8321 5.1830 2.0985 0.649
P -3.8489 -7.6123 0.7822 0.802
O -0.9935 -2.2180 -1.0357 -0.288
O -0.4367 -7.1240 1.0089 -0.217
O 2.2390 3.8934 1.4719 -0.297
N -3.4109 -6.0799 0.1082 -0.274
N 1.9778 6.1461 0.6587 -0.330
N 3.0759 5.5054 3.1941 -0.307
N -1.6452 -0.6340 -2.8443 -0.302
N 0.7524 6.3061 2.8314 -0.278
N 0.7234 -1.1832 -3.2740 -0.281
N 0.3571 -0.0764 -0.9604 -0.308
C 0.1859 5.7642 4.0974 -0.125
C 2.7288 7.3737 0.5211 -0.134
C 0.4704 -2.2913 -4.2252 -0.121
C 3.7192 6.7946 3.3707 -0.134
C 0.2416 1.3599 -1.1104 -0.118
C -2.9717 -1.1425 -2.5026 -0.129
C -3.0638 -8.8709 -0.3004 -0.304
C -2.1828 -5.4983 0.6637 -0.257
C -1.7349 0.7295 -3.3307 -0.142
C 0.7790 -7.6777 0.5626 -0.123
C 4.0332 4.4221 3.4111 -0.128
C 1.2272 5.7067 -0.5058 -0.132
C 2.1655 -1.1707 -2.9796 -0.126
C -5.5918 -7.7296 0.2144 -0.315
C -0.9488 -6.1905 0.0770 -0.246
C -0.3874 6.7925 2.0379 -0.125
C 1.2123 -0.5597 0.1179 -0.114
H -1.2480 -6.6897 -0.8510 0.112
H -2.0487 1.4318 -2.5508 0.071
H -0.5709 -2.2778 -4.5410 0.074
H 1.0900 -2.1615 -5.1123 0.078
H -0.4538 4.8942 3.9231 0.083
H -3.6626 -0.9090 -3.3156 0.077
H 0.7246 -1.3670 0.6676 0.072
H 0.1496 5.8940 -0.3906 0.060
H -1.0376 5.9904 1.6776 0.088
H 0.6899 -3.2695 -3.7858 0.083
H 4.5929 4.6177 4.3279 0.078
H 3.5269 3.4699 3.5360 0.070
H 0.4352 1.6897 -2.1341 0.067
H 4.4663 6.9915 2.5956 0.075
H 1.5554 6.2226 -1.4073 0.079
H 0.6114 -8.3428 -0.2928 0.086
H -0.1961 -5.4243 -0.1424 0.115
H -2.9589 -2.2216 -2.3856 0.067
H -2.4723 0.7813 -4.1362 0.078
H -0.0478 7.3814 1.1910 0.070
H 1.4956 -6.8993 0.2759 0.084
H -3.0180 -8.4998 -1.3287 0.038
H 2.9956 7.6060 3.3883 0.069
H -0.7441 1.7226 -0.8030 0.078
H -0.9821 7.4545 2.6676 0.084
H -2.1419 -4.4517 0.3651 0.100
H 4.7448 4.3253 2.5835 0.087
H -0.7912 1.0642 -3.7573 0.069
H -6.0419 -8.6288 0.6242 0.027
H 2.7094 -1.1612 -3.9242 0.081
H 1.3584 4.6367 -0.6796 0.060
H 0.9802 1.8805 -0.4995 0.069
H -5.6277 -7.7172 -0.8789 0.036
H -6.1104 -6.8348 0.5593 0.024
H -3.7343 -9.7323 -0.3099 0.029
H 3.8102 7.2010 0.4801 0.074
H 1.2040 -8.2388 1.3924 0.086
H 2.4486 7.8854 -0.4007 0.076
H 2.1762 -0.9382 -0.2456 0.064
H 0.9915 5.4750 4.7698 0.073
H -3.3651 -0.7020 -1.5782 0.085
H -2.1167 -5.6019 1.7527 0.104
H -2.0763 -9.1434 0.0598 0.014
H 4.2306 6.8163 4.3363 0.080
H 2.4430 -0.2641 -2.4458 0.073
H 1.4211 0.2407 0.8259 0.081
H -0.4036 6.5329 4.5960 0.078
H -4.1893 -5.4364 0.1652 0.063
H 2.5258 8.0847 1.3282 0.065
H 2.4986 -2.0398 -2.4032 0.085
```

Calculated values
SMILES = CN(C)P(=O)(N(C)C)N(C)C.CN(C)P(=O)(N(C)C)N(C)C.COCCNP(C)C


Record 4
Here is one molecule with the formula CH3ClO3S in a non-equilibrium geometry from the Open Molecules 2025 dataset. Energies are from ωB97M-V/def2-TZVPD.

```
9
Properties=species:S:1:pos:R:3:nbo_charge:R:1
Cl 1.9365 2.4127 -0.9302 -0.286
S 0.9992 1.0448 -2.2805 1.535
O 0.7062 -0.3570 -1.3481 -0.703
O -0.8093 0.4582 0.1603 -0.705
O 2.0929 0.5983 -3.1258 -0.849
C -0.4812 -0.5555 -0.7052 0.212
H -1.4136 -0.8480 -1.4299 0.156
H -0.2673 -1.4050 -0.0623 0.162
H -0.2044 0.2917 0.9225 0.478
```


Record 5
Here is a 2-piece molecular cluster, HNO5S overall in a non-equilibrium geometry from the Open Molecules 2025 dataset. Energies are from ωB97M-V/def2-TZVPD.

```
8
Properties=species:S:1:pos:R:3:nbo_charge:R:1
S -1.8427 -0.6133 0.9390 1.635
O 3.5438 -0.3561 -1.9201 -0.641
O 1.7375 0.2890 -0.7215 -0.568
O -1.6172 0.0568 2.2275 -1.063
O -3.3433 -0.7016 0.6928 -1.067
O -1.1824 0.5680 -0.1649 -1.008
N 2.9861 0.0616 -0.8044 0.212
H -0.2818 0.6957 -0.2484 0.500
```

Calculated values
Total charge = -2


Record 6
Here is a 2-piece molecular cluster, C4H9P overall in a non-equilibrium geometry from the Open Molecules 2025 dataset. Energies are from ωB97M-V/def2-TZVPD.

```
14
Properties=species:S:1:pos:R:3:nbo_charge:R:1
P -0.6555 -0.8545 0.3715 0.787
C -1.0677 0.7885 1.2370 -0.917
C -0.8216 -0.2590 -2.4735 -0.432
C -0.3378 -0.3972 -1.2529 -0.322
C 1.1406 -1.0342 0.8440 -0.887
H -2.0907 1.0873 0.8019 0.245
H -0.1980 0.0790 -3.2065 0.223
H 1.4243 -0.1691 1.3098 0.221
H -0.1163 1.4222 1.2411 0.246
H -1.8378 -0.6173 -2.7419 0.217
H 1.6634 -1.0949 -0.0989 0.258
H 1.4122 -1.8601 1.4561 0.226
H 1.5035 0.4714 -1.0470 -0.102
H -1.4351 0.4992 2.2387 0.235
```


What are the ΔE to the lowest compared entry with this formula, charge and spin values for these records? In order: 615.70, 183.74, 0.00, 33.53, 21.23, 377.54 kJ/mol.
What are the electronic energy values for these records? In order: -5307.786, -103621.260, -62879.065, -30584.307, -22576.175, -13577.387 eV.